107
Properties=species:S:1:pos:R:3:forces:R:3 method="wB97M-V/def2-TZVPD" total_charge=+3 orbital_gap_ev="5.10 / 3.10" multiplicity=5 e_tot_ha=-3589.2275 lumo_ev="-9.98 / -11.95"
V 0.93113 -0.44516 -3.68539 2.5 1.2 1.2
N -2.05791 -3.36121 -1.72279 0.8 -0.6 -2.6
H -1.91115 -2.64958 -2.42432 -0.2 0.7 0.3
H -1.15194 -3.73284 -1.47541 1.3 -0.3 1.2
H -2.45133 -4.11520 -2.26761 -0.9 -0.5 0.2
H -2.59925 -3.11228 -0.90727 -1.0 0.2 1.3
C -1.37892 0.35361 -0.01307 0.3 1.1 0.9
F -1.73344 0.57996 1.28311 0.8 -1.4 -1.2
F -2.15062 -0.55900 -0.59919 0.2 -0.2 0.4
F -1.63806 1.52438 -0.58357 0.4 0.3 -0.8
S 0.50202 -0.12503 -0.22420 0.9 -0.2 3.5
O 0.84527 -0.20816 -1.65183 -1.0 0.3 -1.4
O 1.26886 0.89762 0.48568 -1.9 -0.4 -1.4
O 0.60248 -1.41292 0.41383 -0.7 0.0 -0.7
C -1.47667 4.04610 1.92241 -1.5 -0.1 -0.8
C -2.08893 5.10531 2.54677 -2.0 -2.5 -2.6
C -1.50669 5.71114 3.61207 1.7 1.8 2.1
C -0.18671 5.40387 3.92942 0.6 -0.3 -0.6
C 0.50200 4.42377 3.18149 -0.2 1.7 3.0
C -0.21227 3.66382 2.23975 0.1 -0.7 -1.1
H -2.05798 3.47922 1.21029 0.1 0.0 -0.2
H -3.11277 5.27223 2.24629 -0.1 0.5 0.1
H -2.07324 6.46970 4.13169 0.2 0.1 0.4
H 0.29243 5.97402 4.71157 0.2 -0.2 0.1
H 1.49789 4.19537 3.53139 0.2 -0.1 -0.5
H 0.17803 2.80418 1.71528 0.5 -0.1 0.3
C -4.44235 0.71901 -2.72259 -0.3 -1.3 0.2
C -5.02921 -0.71695 -2.99613 0.1 0.6 -0.4
O -5.04197 -1.15897 -4.36501 -0.2 0.6 0.7
H -4.94560 1.55317 -3.21148 -0.1 -0.4 -0.4
H -3.37665 0.74418 -2.95009 0.1 0.1 -0.2
H -4.54151 0.92162 -1.65619 0.1 -0.1 0.1
H -6.04165 -0.77755 -2.59690 -0.2 0.2 -0.5
H -4.51783 -1.51024 -2.45089 0.6 0.2 0.6
H -4.13186 -1.21415 -4.66545 0.0 0.1 -0.2
C 0.77980 -4.77401 1.88793 0.5 -1.6 0.3
C 0.67568 -5.25382 0.43144 0.4 -0.1 1.9
O 0.15455 -4.16257 -0.26113 -1.1 0.7 -2.7
H 1.48121 -3.95167 2.02892 -0.2 0.3 -0.4
H 1.23591 -5.56467 2.48369 -0.2 -0.2 0.2
H -0.19147 -4.55288 2.33045 0.1 0.2 -0.2
H 0.00691 -6.09786 0.26281 -0.4 0.2 0.4
H 1.62274 -5.65944 0.07558 0.4 0.6 -0.3
H 0.58404 -3.31411 -0.12977 0.5 0.0 0.8
C -2.36023 -0.48572 4.55619 1.0 0.3 0.8
C -0.81976 -0.48003 4.57587 0.1 -0.9 1.2
O -0.32297 -0.54692 5.94120 -1.1 0.6 -1.1
H -2.69869 0.41353 5.07087 -0.2 0.2 -0.2
H -2.72774 -1.30022 5.18038 0.0 -0.2 -0.3
H -2.75861 -0.52512 3.54236 0.0 -0.1 0.1
H -0.39149 0.37975 4.06064 -0.1 0.4 -0.1
H -0.39981 -1.37468 4.11615 -0.3 -0.1 -0.6
H 0.61775 -0.70731 5.83674 0.5 -0.1 0.2
C 3.98698 1.25162 -5.14640 -0.1 0.2 0.0
C 4.00279 1.34653 -3.62561 0.7 2.2 -1.7
O 3.43981 0.23306 -3.00780 -0.7 -1.3 0.1
H 4.25701 0.24041 -5.45077 -0.2 0.0 -0.2
H 4.71619 1.91879 -5.60602 0.3 0.0 0.3
H 3.07019 1.62157 -5.60547 -0.4 -0.5 0.1
H 3.45482 2.22511 -3.28515 0.1 0.3 -0.1
H 5.04952 1.50972 -3.36905 0.0 -0.4 0.5
H 3.91640 0.19523 -2.17531 -0.4 -0.5 0.6
C -1.06528 2.94151 -2.97447 -1.6 0.5 0.0
C 0.38451 2.85049 -2.78896 0.5 -0.2 -0.3
O 0.82716 1.92685 -3.83530 0.6 -1.2 0.1
H -1.46981 3.65733 -2.25889 -0.4 -0.3 0.1
H -1.58014 1.98076 -2.97587 0.0 0.0 0.7
H -1.33287 3.32592 -3.95871 0.3 0.4 -0.2
H 0.75042 2.48835 -1.82820 -0.2 -0.2 -0.2
H 0.81298 3.83634 -2.96954 0.4 -0.1 0.0
H 0.48261 2.34925 -4.62553 0.1 -0.1 -0.6
C -5.22058 -1.36618 0.79384 0.1 -1.4 1.3
C -4.96720 -2.84129 0.41614 -1.3 1.8 -2.4
O -3.60953 -3.19703 0.43729 0.8 -0.5 1.2
H -4.91352 -0.55033 0.13947 0.1 -0.5 -0.3
H -4.66270 -1.31011 1.72857 -0.2 0.7 0.3
H -6.28452 -1.30373 1.02240 0.0 0.4 0.0
H -5.21375 -2.96016 -0.63894 -0.8 -0.3 0.0
H -5.55101 -3.52970 1.02717 -0.1 0.2 -0.1
H -3.62086 -3.74767 1.22359 1.3 -0.3 0.1
C 2.61139 -0.84609 2.92690 1.2 -0.3 -1.2
C 2.98932 -1.66581 4.15050 -0.5 0.2 -1.2
O 2.50042 -0.90564 5.20410 -0.3 0.1 1.9
H 1.55277 -0.80444 2.67057 0.1 -0.3 0.4
H 3.17538 -1.23166 2.07757 -0.2 -0.2 -0.5
H 2.96466 0.18331 2.98729 0.0 0.1 0.4
H 4.05072 -1.88935 4.25798 0.2 0.4 -0.2
H 2.52254 -2.64983 4.10668 -0.3 0.0 0.3
H 3.23814 -0.42423 5.58570 -0.1 0.1 0.3
C 2.52103 4.08017 -0.09914 0.8 0.2 0.0
C 3.35788 3.39479 1.00042 -1.4 1.6 -0.6
O 3.62178 2.10945 0.65887 1.4 -2.0 -0.5
H 1.59571 3.50907 -0.17488 -0.2 0.2 -0.1
H 3.02663 4.05962 -1.06456 0.1 -0.1 -0.1
H 2.34575 5.13142 0.12947 -0.3 0.0 0.1
H 2.65199 3.43331 1.83007 0.5 0.1 0.9
H 4.30089 3.89987 1.20953 -0.2 0.1 0.1
H 2.82589 1.57457 0.61350 0.0 0.1 0.1
C 4.16148 -3.20288 -2.69694 -1.7 0.5 0.2
C 2.67688 -2.82995 -2.38809 2.3 0.1 2.2
O 2.05154 -2.37923 -3.56252 -1.8 0.9 -1.2
H 4.73629 -3.23409 -1.77135 0.0 -0.3 -0.1
H 4.51840 -2.37240 -3.30606 0.3 -0.3 -0.1
H 4.16731 -4.15125 -3.23419 0.5 0.0 0.0
H 2.68513 -1.98853 -1.69523 -0.1 0.2 -0.2
H 2.11452 -3.59353 -1.85070 -0.1 -0.3 -0.5
H 2.12418 -3.08432 -4.20996 -0.1 -0.1 -0.5